1.
ORCA calculation (the ωB97M-V functional and the def2-TZVPD basis) on a cluster of 4 separate species, C18H29O9 in total.

Structure (XYZ):
```
56
C18H29O9 | OMol25 | the ωB97M-V functional and the def2-TZVPD basis
C -1.20 -0.20 -2.78
C -2.25 -1.30 -2.79
O -3.34 -1.06 -2.32
O -1.95 -2.51 -3.34
C -1.47 -3.44 -2.37
C -0.13 -3.03 -1.72
C -0.28 -2.80 -0.21
C 1.04 -2.53 0.47
C 2.07 -2.02 -0.18
C 3.32 -1.75 0.58
O 4.11 -0.91 0.19
C 3.57 -2.56 1.81
C 5.01 -2.81 2.27
O 5.33 -4.03 2.23
O 5.71 -1.87 2.63
C 2.54 -3.09 2.45
C 1.18 -2.84 1.93
O 0.18 -2.90 2.62
H -0.27 -0.53 -3.24
H -1.02 0.10 -1.76
H -1.56 0.63 -3.38
H -2.19 -3.66 -1.58
H -1.32 -4.37 -2.91
H 0.57 -3.85 -1.86
H 0.31 -2.17 -2.22
H -0.98 -1.98 -0.06
H -0.73 -3.71 0.19
H 2.09 -1.74 -1.22
H 2.63 -3.71 3.33
C 3.44 2.70 2.83
C 2.25 1.91 2.30
O 2.34 1.74 0.89
H 3.49 3.68 2.34
H 3.36 2.84 3.91
H 4.37 2.17 2.61
H 1.32 2.45 2.50
H 2.20 0.93 2.78
H 3.15 1.26 0.71
C -1.29 3.95 -0.62
C -0.45 2.86 -1.24
O -0.50 2.90 -2.66
H -2.33 3.86 -0.96
H -1.27 3.89 0.47
H -0.95 4.94 -0.92
H -0.83 1.88 -0.94
H 0.59 2.93 -0.91
H -0.16 3.75 -2.95
C -5.14 2.29 0.15
C -3.82 1.77 0.71
O -3.78 0.35 0.66
H -5.98 1.88 0.71
H -5.18 3.38 0.19
H -5.26 1.98 -0.89
H -3.71 2.07 1.75
H -2.98 2.18 0.15
H -3.86 0.08 -0.27
```

## Properties
HOMO energy, hartree: -0.1771
Charge: -1
Lowest unoccupied orbital energy, eV: 1.989
Kohn-Sham gap, eV: 6.81
Strongest force on any atom, eV Å⁻¹: 1.55
Spin multiplicity: 1


2.
ORCA calculation (the ωB97M-V functional and the def2-TZVPD basis) on a cluster of 2 separate species, C10H10N2O2 in total.

Structure (XYZ):
```
24
C10H10N2O2 | OMol25 | the ωB97M-V functional and the def2-TZVPD basis
O -2.33 2.36 -0.36
C -2.29 1.15 -0.04
C -2.87 0.13 -0.81
C -2.67 -1.19 -0.65
N -1.69 -1.57 0.20
C -1.30 -0.66 1.16
O -0.59 -1.17 2.06
N -1.55 0.73 1.12
H -3.64 0.43 -1.39
H -3.32 -1.72 -1.46
H -1.33 -2.52 0.22
H -1.35 1.39 2.03
C 3.34 0.50 0.26
C 3.12 -0.71 -0.45
C 1.84 -0.91 -0.93
C 0.77 -0.07 -0.58
C 1.04 1.11 0.09
C 2.33 1.41 0.48
H 4.33 0.77 0.62
H 3.91 -1.43 -0.60
H 1.61 -1.76 -1.52
H -0.21 -0.34 -0.85
H 0.25 1.83 0.31
H 2.62 2.23 1.10
```

## Properties
HOMO energy, hartree: -0.3364
Lowest unoccupied orbital energy, eV: 0.194
Kohn-Sham gap, eV: 9.35
Strongest force on any atom, eV Å⁻¹: 5.92
SMILES: O=c1cc[nH]c(=O)[nH]1.c1ccccc1
Spin multiplicity: 1
ΔE to the lowest compared entry with this formula, charge and spin, eV: 2.4637


3.
ORCA calculation (the ωB97M-V functional and the def2-TZVPD basis) on a cluster of 3 separate species, C2H11BN3O in total.

Structure (XYZ):
```
18
C2H11BN3O | OMol25 | the ωB97M-V functional and the def2-TZVPD basis
B 2.41 0.72 0.30
C -0.15 -2.23 -0.78
C -0.58 -1.23 0.08
N 3.71 0.24 0.28
N -1.88 -0.58 0.11
N -1.05 1.95 -0.29
O 1.28 1.13 0.33
H -0.96 -2.72 -1.41
H 0.90 -2.45 -0.86
H 0.17 -0.88 0.73
H 4.02 -0.74 0.60
H 4.46 0.96 0.09
H -2.76 -1.12 0.08
H -1.90 -0.05 1.05
H -1.15 2.58 -1.07
H -1.10 2.64 0.57
H -1.68 1.02 -0.44
H -0.17 1.46 -0.14
```

## Properties
HOMO energy (alpha / beta), hartree: -0.3210 / -0.5388
Expectation value of S²: 2.006
Charge: +1
Lowest unoccupied orbital energy (alpha / beta), eV: -3.073 / -5.039
Kohn-Sham gap (alpha / beta), eV: 5.66 / 9.62
Strongest force on any atom, eV Å⁻¹: 6.62
Spin multiplicity: 3
ΔE to the lowest compared entry with this formula, charge and spin, eV: 0.0000


4.
ORCA calculation (the ωB97M-V functional and the def2-TZVPD basis) on a structure of composition C27H24BCo2F3O8S.

Structure (XYZ):
```
66
C27H24BCo2F3O8S | OMol25 | the ωB97M-V functional and the def2-TZVPD basis
C -3.20 5.06 -0.87
C -2.59 4.20 0.21
C -2.21 4.60 1.47
C -1.91 3.41 2.25
C -2.25 2.17 1.79
B 0.03 0.00 -1.56
C 1.35 0.74 -1.46
C 2.02 1.02 -0.26
C 3.33 1.50 -0.32
C 3.90 1.79 -1.55
C 5.37 2.02 -1.72
F 5.80 1.59 -2.94
F 5.69 3.35 -1.63
F 6.11 1.36 -0.78
C 3.09 1.86 -2.68
C 1.77 1.43 -2.59
O -0.32 -0.94 -0.55
C -1.23 -1.83 -1.25
C -0.29 -2.85 -1.93
C -2.16 -2.46 -0.21
C -1.94 -0.82 -2.29
C -2.18 -1.32 -3.69
C -3.25 -0.23 -1.77
O -0.94 0.22 -2.50
S -2.59 2.44 0.05
H -3.66 5.87 -0.22
H -2.38 5.49 -1.52
H -3.95 4.49 -1.50
H -2.24 5.70 1.74
H -1.28 3.37 3.10
H 1.52 0.96 0.71
H 3.92 1.63 0.58
H 3.51 2.18 -3.63
H 1.09 1.60 -3.42
H -0.76 -3.62 -2.55
H 0.43 -2.35 -2.60
H 0.31 -3.39 -1.19
H -2.89 -3.14 -0.67
H -1.61 -3.09 0.51
H -2.73 -1.70 0.34
H -2.88 -2.15 -3.78
H -2.62 -0.48 -4.24
H -1.24 -1.60 -4.16
H -4.06 -0.98 -1.71
H -3.19 0.23 -0.76
H -3.59 0.55 -2.46
O -2.33 -1.83 6.54
C -1.37 -2.03 5.90
Co 0.08 -2.32 4.99
C 1.14 -0.99 5.48
O 1.84 -0.14 5.84
C 0.38 -3.63 6.13
O 0.59 -4.45 6.90
C -1.14 -1.58 3.24
C -0.81 -0.58 2.42
C -1.15 0.66 1.83
Co 0.49 -2.02 2.47
C 2.06 -1.32 1.97
O 3.17 -1.07 1.73
C 0.45 -3.56 1.53
O 0.58 -4.61 1.08
C 1.41 -3.02 3.85
O 2.38 -3.72 3.95
H -2.15 -1.87 3.40
H -0.20 1.03 1.29
H -2.23 0.70 1.45
```

## Properties
HOMO energy, hartree: -0.2989
Lowest unoccupied orbital energy, eV: -0.773
Kohn-Sham gap, eV: 7.36
Strongest force on any atom, eV Å⁻¹: 4.98
Spin multiplicity: 1
ΔE to the lowest compared entry with this formula, charge and spin, eV: 1.6586


5.
ORCA calculation (the ωB97M-V functional and the def2-TZVPD basis) on the molecule C5H6S2.

Structure (XYZ):
```
13
C5H6S2 | OMol25 | the ωB97M-V functional and the def2-TZVPD basis
C 0.41 -0.51 1.10
C 0.76 -1.82 0.88
C 0.16 0.94 -1.18
C -0.37 1.86 -0.09
C 0.17 0.52 0.21
S -0.01 -2.99 -0.11
S -1.41 -2.24 -1.17
H 0.33 -0.37 2.17
H 1.19 -2.20 1.74
H -0.71 0.55 -1.78
H 1.00 1.38 -1.78
H -0.01 2.91 0.03
H -1.51 1.99 -0.02
```

## Properties
HOMO energy (alpha / beta), hartree: -0.2974 / -0.2936
Lowest unoccupied orbital energy (alpha / beta), eV: -1.096 / -1.214
Kohn-Sham gap (alpha / beta), eV: 7.00 / 6.78
Strongest force on any atom, eV Å⁻¹: 4.22
Spin multiplicity: 1
ΔE to the lowest compared entry with this formula, charge and spin, eV: 2.9670


6.
ORCA calculation (the ωB97M-V functional and the def2-TZVPD basis) on the ion C4H6N3O with charge +1.

Structure (XYZ):
```
14
C4H6N3O | OMol25 | the ωB97M-V functional and the def2-TZVPD basis
O -1.98 -1.58 0.64
C -1.32 -0.88 -0.02
N -1.61 0.18 -0.79
N -1.33 1.22 -0.18
C -0.34 1.51 0.65
C 0.88 1.00 0.36
C 0.99 -0.11 -0.58
N 0.31 -1.30 -0.06
H -0.69 2.33 1.34
H 1.67 1.47 0.78
H 0.43 0.18 -1.57
H 1.97 -0.35 -0.82
H 0.42 -2.17 -0.62
H 0.62 -1.52 0.87
```

## Properties
HOMO energy (alpha / beta), hartree: -0.5231 / -0.5232
Charge: +1
Lowest unoccupied orbital energy (alpha / beta), eV: -5.878 / -5.880
Kohn-Sham gap (alpha / beta), eV: 8.36 / 8.36
Strongest force on any atom, eV Å⁻¹: 5.06
SMILES: O=C1N=NC=CC[NH2+]1
Spin multiplicity: 1
ΔE to the lowest compared entry with this formula, charge and spin, eV: 3.3746


7.
ORCA calculation (the ωB97M-V functional and the def2-TZVPD basis) on a structure of composition C21H15AsGaN4O3S4.

Structure (XYZ):
```
49
C21H15AsGaN4O3S4 | OMol25 | the ωB97M-V functional and the def2-TZVPD basis
Ga 0.12 -0.21 0.11
O -6.06 1.42 -2.63
C -5.65 1.84 -1.52
O -6.17 2.66 -0.74
C -4.20 1.44 -1.17
C -3.44 0.72 -2.04
C -2.10 0.41 -1.73
N -1.60 0.76 -0.51
C -2.32 1.53 0.32
C -3.60 1.90 0.03
C -1.54 2.04 1.49
C -2.11 2.72 2.55
C -1.28 3.15 3.57
C 0.08 2.90 3.51
C 0.56 2.19 2.41
N -0.23 1.79 1.43
C -1.13 -0.16 -2.60
C -1.38 -0.66 -3.90
C -0.33 -1.09 -4.68
C 1.00 -1.02 -4.16
C 1.17 -0.58 -2.87
N 0.16 -0.17 -2.08
H -3.89 0.42 -2.98
H -4.18 2.55 0.67
H -3.17 2.90 2.58
H -1.70 3.68 4.42
H 0.76 3.19 4.30
H 1.62 1.95 2.31
H -2.39 -0.68 -4.28
H -0.52 -1.46 -5.68
H 1.85 -1.32 -4.75
H 2.15 -0.54 -2.40
S 0.78 -0.80 3.35
As 2.71 -1.38 2.20
S 2.37 0.00 0.34
S -0.72 -1.29 2.02
S 4.14 -0.36 3.38
O -0.05 -2.40 -0.55
N 0.62 -3.08 -1.39
C 1.96 -3.18 -1.24
C 2.71 -3.89 -2.16
C 2.09 -4.50 -3.24
C 0.72 -4.39 -3.36
C 0.00 -3.67 -2.42
H 2.36 -2.65 -0.39
H 3.78 -3.95 -2.02
H 2.67 -5.05 -3.97
H 0.19 -4.84 -4.19
H -1.07 -3.51 -2.46
```

## Properties
HOMO energy (alpha / beta), hartree: -0.0176 / -0.0610
Expectation value of S²: 0.768
Charge: -2
Lowest unoccupied orbital energy (alpha / beta), eV: 4.025 / 4.019
Kohn-Sham gap (alpha / beta), eV: 4.50 / 5.68
Strongest force on any atom, eV Å⁻¹: 1.19
Spin multiplicity: 2
ΔE to the lowest compared entry with this formula, charge and spin, eV: 1.0404